Entry 1:
{
  "formula": "C18H26Br6O8",
  "method": "ωB97M-V/def2-TZVPD",
  "species": ["O", "C", "O", "C", "C", "C", "H", "H", "H", "H", "H", "H", "O", "C", "O", "C", "C", "C", "H", "H", "H", "H", "H", "H", "O", "C", "O", "C", "C", "C", "H", "H", "H", "H", "H", "H", "O", "C", "O", "C", "C", "C", "H", "H", "H", "H", "H", "H", "C", "Br", "Br", "Br", "H", "C", "Br", "Br", "Br", "H"],
  "xyz": [[4.51242, 0.09961, -1.29223], [3.42902, -0.40095, -1.64093], [2.60407, -0.94524, -0.75336], [1.40773, -1.49817, -1.42121], [1.26162, -0.64251, -2.65044], [2.71834, -0.41231, -3.00092], [0.50581, -1.33985, -0.82997], [1.58441, -2.56084, -1.58740], [0.66927, 0.26467, -2.53111], [0.76567, -1.31411, -3.35123], [2.83799, 0.64994, -3.21405], [3.09111, -1.15216, -3.70927], [-1.13528, -0.28934, -1.39310], [-2.08562, -1.04545, -1.64053], [-2.06121, -2.32192, -1.31023], [-3.22144, -2.96123, -1.49287], [-4.28521, -1.84918, -1.65892], [-3.46787, -0.70532, -2.15742], [-3.46695, -3.54355, -0.60476], [-3.25301, -3.62890, -2.35386], [-4.83032, -1.70906, -0.72547], [-5.04309, -2.21579, -2.35124], [-3.81049, 0.27258, -1.81915], [-3.34042, -0.77449, -3.23773], [2.11477, 2.81568, -0.32605], [1.02811, 2.37261, -0.04023], [0.04366, 3.23297, 0.50399], [-1.21117, 2.51673, 0.70248], [-0.99292, 1.21133, -0.06246], [0.51810, 0.98071, -0.02775], [-2.03447, 3.13348, 0.34208], [-1.56210, 2.38612, 1.72614], [-1.45289, 1.32881, -1.04365], [-1.61091, 0.47163, 0.44649], [1.02761, 0.41847, -0.81030], [0.74351, 0.41759, 0.87790], [-0.91685, -3.21376, 1.88262], [0.04114, -2.52942, 2.21870], [0.94958, -2.03456, 1.28978], [2.03509, -1.37346, 1.83385], [1.88323, -1.69960, 3.38983], [0.47650, -2.19105, 3.55835], [2.08861, -0.30344, 1.63309], [2.85249, -1.93902, 1.38653], [1.92543, -0.82749, 4.04232], [2.60255, -2.34763, 3.89057], [-0.16413, -1.36093, 3.85600], [0.31709, -3.07365, 4.17778], [0.42132, 1.13049, 3.59080], [2.35415, 1.12648, 2.96928], [-0.80955, 0.28612, 2.40083], [-0.12551, 3.01474, 3.75382], [0.37572, 0.71602, 4.59789], [0.35041, 5.05582, -1.07431], [1.79487, 4.10705, -2.08542], [-1.34180, 4.47062, -1.82685], [0.37423, 7.08690, -0.96469], [0.51735, 4.63706, -0.08190]],
  "atomic_forces_ev_per_a": [[-2.92, -1.47, -1.31], [2.53, 0.85, 0.57], [-0.77, -0.93, 0.42], [-0.09, 0.69, 0.75], [0.49, -1.70, -1.03], [0.23, 1.54, 0.59], [0.81, -0.59, 0.34], [0.00, 0.10, -0.20], [0.28, -0.29, -0.03], [-0.14, 0.45, -0.51], [0.38, -0.20, -1.31], [0.39, 0.50, -0.01], [-2.94, -6.00, -4.18], [1.59, 2.27, 1.08], [3.60, 0.44, 0.47], [-3.88, -1.21, 0.20], [-0.93, -1.57, -0.11], [0.56, 0.34, -0.07], [0.27, -0.19, -0.05], [0.52, -0.01, -0.15], [0.35, 0.48, 0.12], [0.00, 0.30, -0.18], [0.25, 0.04, -0.34], [-0.37, 0.45, -0.22], [-1.10, -2.92, 3.71], [0.92, 0.34, 2.64], [-0.11, -2.49, 1.06], [-0.12, 0.53, -0.52], [-1.42, 2.98, 0.87], [-0.59, 0.41, -1.09], [0.33, 0.03, -0.78], [1.10, 0.32, 0.08], [0.63, 1.22, 0.66], [0.13, 0.06, -0.62], [-0.87, 0.86, 0.42], [0.46, 0.76, -0.49], [1.57, 1.48, 0.31], [-1.02, -1.70, -2.76], [-3.13, -1.17, -0.35], [1.14, -2.30, 2.09], [0.42, 0.76, 0.93], [-0.12, -0.51, 0.87], [-0.21, -1.72, -0.77], [0.63, 0.73, 0.39], [0.43, -0.30, -0.40], [0.24, -0.37, -0.81], [-0.04, -0.79, 0.58], [0.10, 0.21, 0.21], [0.82, 1.29, 0.01], [-0.74, 3.71, 1.72], [-0.26, -0.69, 3.07], [0.43, -0.51, 0.56], [0.18, -0.07, -0.32], [1.02, 1.01, -1.16], [-1.14, 4.27, -4.02], [0.28, 0.57, -0.07], [0.27, -1.63, -0.31], [-0.46, 1.38, -0.56]],
  "nbo_charge": [-0.5821, 0.7967, -0.5239, -0.1101, -0.4391, -0.5486, 0.2507, 0.1993, 0.2360, 0.2201, 0.2515, 0.2457, -0.6264, 0.8258, -0.4541, -0.0643, -0.4314, -0.5347, 0.2032, 0.1762, 0.2189, 0.2221, 0.2491, 0.2453, -0.5806, 0.8174, -0.5777, -0.1001, -0.4171, -0.6314, 0.1991, 0.1895, 0.2689, 0.1915, 0.2918, 0.2697, -0.5853, 0.8108, -0.5297, -0.1024, -0.4612, -0.5556, 0.1983, 0.2183, 0.2089, 0.2318, 0.2359, 0.2505, -0.4762, 0.1154, 0.1673, 0.1013, 0.2186, -0.4177, 0.1031, 0.0538, 0.0279, 0.2395],
  "lumo_energy_ev": -0.5365,
  "total_charge": 0,
  "homo_energy_ev": -8.2,
  "orbital_gap_ev": 7.65,
  "e_tot_ev": -455713.0898,
  "relative_energy_kcal_mol": 233.7
}


Entry 2:
{
  "formula": "C33H51N5O2",
  "method": "ωB97M-V/def2-TZVPD",
  "species": ["O", "C", "O", "C", "C", "C", "C", "C", "C", "C", "C", "C", "C", "C", "C", "H", "H", "H", "H", "H", "H", "H", "H", "H", "H", "H", "H", "H", "H", "H", "H", "C", "C", "C", "C", "N", "H", "H", "H", "H", "H", "H", "H", "C", "C", "C", "C", "N", "H", "H", "H", "H", "H", "H", "H", "C", "C", "C", "C", "N", "H", "H", "H", "H", "H", "H", "H", "C", "C", "C", "C", "N", "H", "H", "H", "H", "H", "H", "H", "C", "C", "C", "C", "N", "H", "H", "H", "H", "H", "H", "H"],
  "xyz": [[-2.68595, -1.67371, 2.44199], [-3.92258, -1.23181, 2.19920], [-5.12651, -1.54052, 2.99283], [-5.71705, -0.20219, 3.31190], [-5.59700, 0.65011, 1.91587], [-4.50090, -0.20738, 1.03239], [-5.18758, -0.93318, -0.30786], [-4.06265, -1.98961, -0.86642], [-3.83999, -1.89811, -2.52157], [-2.22643, -2.27924, -2.74184], [-1.15382, -1.32494, -3.54115], [0.42141, -1.88366, -3.59730], [0.87902, -3.32356, -2.88018], [-0.22080, -4.26913, -2.08077], [-1.76654, -3.72230, -2.03240], [-4.98256, 0.31901, 4.06933], [-6.80353, -0.29944, 3.73962], [-6.59530, 0.45531, 1.31804], [-5.12450, 1.72125, 1.91358], [-3.51321, 0.32778, 0.68976], [-5.56714, -0.15209, -1.09893], [-6.09356, -1.58537, 0.10997], [-3.01726, -1.63737, -0.41027], [-4.20498, -3.09772, -0.50538], [-4.44955, -2.74427, -3.06644], [-4.12436, -0.84808, -2.95401], [-1.46486, -0.30021, -4.01720], [1.25177, -1.22367, -4.14479], [1.98505, -3.73388, -2.91093], [0.02294, -5.27439, -1.53176], [-2.56908, -4.38317, -1.44619], [-4.56539, -4.59969, 3.60082], [-5.51741, -5.37237, 4.50828], [-5.12153, -6.84103, 4.67314], [-5.13553, -7.53171, 3.31924], [-5.14706, -8.10466, 2.19600], [-4.56298, -5.00068, 2.58239], [-4.87046, -3.55053, 3.53557], [-3.54040, -4.63370, 3.98769], [-6.53221, -5.30450, 4.09748], [-5.53607, -4.89379, 5.49360], [-5.82568, -7.34703, 5.34211], [-4.12014, -6.92304, 5.10945], [-0.75569, -1.89095, 5.44250], [0.60403, -2.57245, 5.32605], [0.53834, -3.90822, 4.58290], [-0.37885, -4.86512, 5.32680], [-1.13984, -5.65892, 5.94392], [-1.46198, -2.49423, 6.02146], [-0.65566, -0.92854, 5.95419], [-1.18878, -1.70773, 4.45240], [1.01079, -2.72659, 6.33302], [1.29308, -1.90315, 4.79927], [1.53837, -4.34930, 4.51404], [0.16005, -3.76413, 3.56506], [3.53461, 3.02650, -3.20034], [4.30113, 1.99328, -4.01995], [3.68565, 1.75298, -5.39991], [2.26470, 1.23596, -5.24543], [1.08583, 0.80713, -5.11723], [2.51104, 2.69917, -2.99261], [4.02606, 3.18655, -2.23550], [3.48991, 3.98820, -3.72433], [4.33645, 1.05119, -3.45921], [5.33514, 2.33362, -4.14341], [4.27824, 1.01605, -5.95232], [3.67044, 2.68113, -5.98143], [1.50454, 8.18856, -4.29200], [2.50547, 8.87330, -3.36672], [3.78540, 8.05900, -3.16785], [3.44713, 6.71491, -2.54392], [3.16647, 5.59981, -2.02638], [1.16266, 7.23321, -3.88161], [0.61979, 8.81859, -4.42741], [1.94541, 8.00272, -5.27816], [2.02554, 9.05465, -2.39720], [2.76505, 9.85173, -3.78569], [4.47480, 8.59775, -2.50919], [4.28994, 7.89494, -4.12618], [6.04518, 2.58123, 0.70475], [7.34256, 1.94188, 0.22008], [8.34974, 2.96585, -0.30711], [7.75175, 3.71345, -1.48769], [7.25558, 4.33372, -2.46706], [5.51886, 3.09307, -0.10704], [5.36857, 1.81616, 1.09834], [6.23978, 3.30769, 1.50212], [7.10702, 1.21335, -0.56539], [7.79645, 1.38697, 1.04851], [9.26621, 2.45997, -0.62888], [8.61536, 3.68325, 0.47689]],
  "atomic_forces_ev_per_a": [[-8.34, 2.70, -1.43], [3.21, -1.75, 0.29], [2.13, 2.02, -0.35], [1.22, 1.27, -0.29], [0.58, -1.60, -1.67], [0.96, -0.43, 0.40], [0.39, -1.69, 1.70], [1.07, 1.17, -0.58], [1.36, -1.23, 0.53], [2.69, -0.87, -0.29], [1.31, -4.55, 2.40], [-2.09, -2.13, 1.84], [-3.84, 0.89, 0.37], [-2.01, 4.48, -2.00], [2.98, 1.60, -1.55], [-1.72, -1.14, -1.09], [2.32, -0.07, -0.99], [1.91, 1.23, 1.26], [-1.73, -1.87, 0.54], [-2.18, -0.51, 0.60], [0.93, -1.46, 1.71], [1.67, 1.65, -1.03], [-2.26, -0.86, -0.97], [-0.04, 2.30, -0.76], [1.06, 1.83, 1.03], [0.71, -2.02, 0.88], [0.77, -2.31, 1.03], [-2.20, -1.74, 1.41], [-2.48, 1.22, -0.10], [-0.32, 2.22, -1.31], [1.91, 1.72, -1.53], [0.03, 0.21, 0.00], [0.02, 0.35, -0.22], [-0.18, -0.35, -0.99], [0.01, -4.13, -7.43], [0.06, 4.60, 8.90], [0.02, -0.07, 0.11], [0.14, -0.39, 0.10], [-0.11, 0.00, -0.07], [0.10, -0.11, 0.14], [-0.01, -0.19, -0.04], [0.13, -0.12, -0.23], [-0.07, -0.06, -0.20], [-0.09, 0.15, -0.08], [-0.13, 0.33, 0.28], [-0.58, -0.56, 0.71], [-5.09, -5.58, 3.93], [6.00, 6.35, -4.88], [0.09, 0.00, -0.11], [0.00, -0.10, -0.08], [0.01, -0.05, 0.18], [0.04, -0.07, -0.20], [-0.01, -0.21, 0.00], [-0.25, -0.14, 0.04], [-0.10, -0.14, 0.18], [0.14, -0.15, -0.09], [0.00, 0.10, 0.45], [-0.90, -0.51, 0.34], [-7.95, -2.85, 0.51], [9.37, 3.55, -1.05], [0.08, 0.04, -0.08], [-0.08, 0.07, -0.26], [0.03, -0.28, 0.16], [0.03, 0.04, -0.20], [-0.11, -0.08, -0.11], [-0.29, 0.03, -0.02], [-0.18, -0.15, 0.07], [-0.12, 0.01, -0.07], [-0.39, 0.08, -0.07], [-0.43, -0.86, 0.55], [-1.58, -7.56, 3.54], [2.08, 9.26, -3.91], [0.11, 0.09, -0.04], [0.14, -0.08, -0.03], [-0.08, 0.01, 0.12], [0.19, -0.01, -0.11], [0.11, -0.13, 0.12], [-0.04, -0.29, -0.03], [-0.06, -0.15, 0.18], [-0.12, -0.02, 0.06], [-0.37, -0.17, 0.11], [-0.56, 0.32, -0.90], [-3.09, 4.36, -6.65], [3.89, -4.98, 7.77], [0.11, 0.00, 0.09], [0.10, 0.13, -0.02], [-0.06, -0.08, -0.11], [0.16, 0.11, 0.09], [0.09, 0.09, -0.16], [-0.13, 0.23, -0.11], [-0.08, 0.03, -0.23]],
  "mulliken_charge": [-0.5731, 0.1865, -0.3237, -0.4258, -0.6435, 0.0892, -0.6084, -0.4815, -0.5291, 0.3077, -0.4272, -0.1499, -0.3726, -0.4543, -0.1713, 0.2553, 0.3292, 0.2783, 0.2886, 0.4537, 0.2699, 0.2650, 0.3439, 0.1968, 0.2502, 0.3424, 0.3033, 0.0841, 0.2586, 0.2960, 0.1602, -0.4987, -0.5147, -0.3451, 0.2452, -0.4906, 0.3485, -0.0089, 0.1936, 0.3104, 0.3315, 0.3088, 0.2271, -0.9004, -0.4904, -0.2563, 0.2523, -0.5383, 0.3542, 0.3410, 0.1023, 0.3012, 0.3234, 0.3021, 0.2460, -0.6678, -0.3368, -0.5031, 0.4179, -0.6066, 0.3564, -0.0586, 0.1890, 0.3264, 0.2675, 0.3463, 0.3135, -1.1307, -0.4174, -0.3014, 0.2989, -0.5590, 0.3506, 0.3227, 0.2992, 0.2906, 0.3073, 0.2877, 0.2738, -0.9440, -0.4248, -0.3521, 0.2748, -0.4964, 0.1489, 0.3148, 0.3171, 0.2810, 0.3045, 0.2825, 0.2843],
  "lumo_energy_ev": 0.4327,
  "total_charge": 0,
  "homo_energy_ev": -7.8,
  "smiles": "O=C1OCC[C@@H]1CCCc1ccccc1.CCCC#N.CCCC#N.CCCC#N.CCCC#N.CCCC#N",
  "orbital_gap_ev": 8.25,
  "e_tot_ev": -46577.1570
}